{
  "formula": "C40H66BClCrN8O2P2S",
  "method": "wB97M-V/def2-TZVPD",
  "homo_energy_ev": [-9.9, -9.7],
  "lumo_energy_ev": [-2.5, -2.4],
  "total_energy_ha": -4762.6316,
  "multiplicity": 2,
  "e_above_lowest_kj_mol": 0.0,
  "homo_lumo_gap_ev": [7.40, 7.32],
  "total_charge": 1,
  "species": ["Cr", "C", "C", "C", "C", "P", "C", "N", "B", "N", "C", "P", "C", "C", "C", "C", "C", "C", "C", "C", "C", "C", "C", "C", "C", "C", "C", "C", "C", "C", "H", "H", "H", "H", "H", "H", "H", "H", "H", "H", "H", "H", "H", "H", "H", "H", "H", "H", "H", "H", "H", "H", "H", "H", "H", "H", "H", "H", "H", "H", "H", "H", "H", "H", "H", "H", "H", "H", "H", "H", "H", "H", "H", "H", "Cl", "C", "C", "C", "C", "O", "C", "C", "O", "C", "H", "H", "H", "H", "C", "N", "C", "C", "N", "C", "S", "H", "H", "H", "H", "H", "H", "H", "H", "C", "C", "C", "C", "N", "C", "N", "N", "N", "H", "H", "H", "H", "H", "H", "H", "H", "H", "H"],
  "xyz": [[0.11, -0.20, -0.32], [-4.09, 2.22, -1.84], [-3.57, 2.67, -0.47], [-4.34, 3.92, -0.03], [-3.82, 1.53, 0.53], [-1.69, 2.76, -0.53], [-1.29, 3.18, 1.23], [-0.78, 2.02, 1.96], [-0.29, 0.74, 1.52], [0.04, 0.05, 2.75], [0.49, -1.31, 2.86], [-0.01, -2.14, 1.29], [-1.74, -2.80, 1.66], [-2.60, -1.58, 2.04], [-2.33, -3.44, 0.38], [-1.80, -3.82, 2.80], [1.23, -3.56, 1.24], [0.75, -4.68, 0.30], [2.54, -2.98, 0.68], [1.53, -4.14, 2.63], [-0.22, 0.87, 3.85], [-0.07, 0.65, 5.21], [-0.44, 1.67, 6.08], [-0.93, 2.88, 5.60], [-1.09, 3.10, 4.23], [-0.73, 2.08, 3.36], [-1.06, 4.31, -1.40], [-1.47, 4.25, -2.87], [-1.50, 5.65, -0.80], [0.47, 4.21, -1.32], [-5.15, 1.95, -1.75], [-3.55, 1.33, -2.20], [-4.01, 3.00, -2.59], [-5.34, 3.63, 0.30], [-4.46, 4.62, -0.86], [-3.87, 4.46, 0.80], [-4.90, 1.32, 0.56], [-3.50, 1.78, 1.55], [-3.31, 0.62, 0.22], [-2.18, 3.54, 1.74], [-0.56, 3.98, 1.25], [0.06, -1.80, 3.74], [1.58, -1.38, 2.97], [-2.54, -0.79, 1.29], [-2.32, -1.16, 3.01], [-3.64, -1.91, 2.11], [-2.12, -2.84, -0.50], [-3.41, -3.51, 0.50], [-1.95, -4.45, 0.22], [-1.32, -3.46, 3.71], [-1.35, -4.77, 2.52], [-2.85, -4.01, 3.03], [0.35, -4.29, -0.63], [0.00, -5.30, 0.78], [1.60, -5.32, 0.06], [2.40, -2.59, -0.33], [3.29, -3.78, 0.63], [2.94, -2.19, 1.33], [0.67, -4.64, 3.07], [1.90, -3.39, 3.32], [2.32, -4.90, 2.51], [0.32, -0.29, 5.59], [-0.33, 1.53, 7.15], [-1.21, 3.66, 6.29], [-1.46, 4.05, 3.87], [-2.52, 4.51, -3.01], [-1.31, 3.25, -3.30], [-0.88, 4.96, -3.45], [-2.58, 5.80, -0.88], [-1.01, 6.46, -1.36], [-1.22, 5.75, 0.25], [0.83, 3.27, -1.76], [0.84, 4.26, -0.30], [0.91, 5.04, -1.88], [-3.79, -0.39, -6.44], [-3.12, -0.42, -4.84], [-3.83, -1.04, -3.80], [-3.31, -1.10, -2.53], [-2.04, -0.56, -2.24], [-1.56, -0.67, -1.03], [-1.36, 0.11, -3.28], [-0.09, 0.71, -3.07], [0.49, 0.83, -1.98], [-1.91, 0.15, -4.58], [-4.80, -1.48, -4.01], [-3.87, -1.57, -1.73], [0.39, 1.16, -3.94], [-1.36, 0.65, -5.37], [0.25, -4.97, -4.59], [1.57, -4.64, -4.10], [2.68, -5.57, -4.26], [3.85, -4.80, -3.64], [3.15, -3.79, -2.85], [1.86, -3.65, -3.24], [0.82, -2.45, -2.72], [-0.13, -5.87, -4.10], [0.28, -5.15, -5.67], [-0.42, -4.14, -4.39], [2.84, -5.81, -5.31], [2.48, -6.50, -3.72], [4.48, -4.33, -4.41], [4.48, -5.43, -3.02], [3.62, -2.99, -2.48], [5.38, 3.35, 0.45], [5.18, 2.75, 1.84], [3.99, 3.39, 2.56], [5.07, 1.23, 1.78], [3.94, 0.77, 0.96], [2.65, 0.73, 1.25], [2.02, 0.29, 0.20], [2.96, 0.03, -0.76], [4.11, 0.31, -0.30], [5.58, 4.42, 0.52], [4.49, 3.21, -0.17], [6.23, 2.88, -0.07], [6.08, 2.94, 2.44], [3.08, 3.33, 1.95], [4.18, 4.45, 2.73], [3.80, 2.92, 3.53], [4.95, 0.80, 2.78], [5.95, 0.80, 1.32], [2.21, 1.04, 2.19]],
  "mulliken_spin": [1.27, 0.00, -0.01, 0.00, 0.00, -0.01, 0.00, 0.01, -0.19, 0.02, 0.01, -0.04, 0.01, 0.00, 0.00, 0.00, 0.00, 0.00, 0.01, 0.00, -0.01, 0.00, 0.00, 0.00, 0.00, 0.00, 0.00, 0.00, 0.00, 0.00, 0.00, 0.00, 0.00, 0.00, 0.00, 0.00, 0.00, 0.00, 0.00, 0.00, 0.00, 0.00, 0.00, 0.01, 0.00, 0.00, 0.01, 0.00, 0.00, 0.00, 0.00, 0.00, 0.00, 0.00, 0.00, 0.00, 0.00, 0.00, 0.00, 0.00, 0.00, 0.00, 0.00, 0.00, 0.00, 0.00, 0.00, 0.00, 0.00, 0.00, 0.00, 0.00, 0.00, 0.00, 0.00, 0.00, 0.00, 0.00, 0.00, -0.01, 0.01, -0.02, -0.02, 0.00, 0.00, 0.00, 0.00, 0.00, 0.00, 0.00, 0.00, 0.00, 0.00, 0.00, 0.00, 0.00, 0.00, 0.00, 0.00, 0.00, 0.00, 0.00, 0.00, 0.00, 0.00, 0.00, 0.00, 0.00, 0.02, -0.07, 0.01, 0.00, 0.00, 0.00, 0.00, 0.00, 0.00, 0.00, 0.00, 0.00, 0.00, 0.01]
}

---

{
  "formula": "C30H42LaN8O6",
  "method": "wB97M-V/def2-TZVPD",
  "homo_energy_ev": [-6.8, -6.8],
  "lumo_energy_ev": [-2.6, -2.6],
  "total_energy_ha": -2089.2746,
  "multiplicity": 1,
  "e_above_lowest_kj_mol": 89.1,
  "homo_lumo_gap_ev": [4.16, 4.16],
  "total_charge": 1,
  "species": ["La", "N", "C", "C", "C", "C", "N", "C", "N", "N", "C", "O", "O", "H", "H", "H", "H", "H", "H", "H", "H", "H", "H", "H", "H", "H", "H", "O", "C", "N", "C", "O", "C", "C", "C", "C", "N", "C", "H", "H", "H", "H", "H", "H", "H", "H", "C", "C", "C", "C", "C", "C", "C", "C", "C", "C", "H", "H", "H", "H", "H", "H", "H", "H", "H", "H", "H", "H", "O", "C", "N", "C", "O", "C", "C", "C", "C", "N", "C", "H", "H", "H", "H", "H", "H", "H", "H"],
  "xyz": [[-0.10, -0.23, -0.68], [0.07, -0.56, 2.21], [1.31, -1.36, 2.08], [1.94, -1.82, 3.39], [3.37, -2.43, 3.36], [3.68, -3.74, 2.60], [3.52, -3.86, 1.14], [4.26, -3.31, 0.18], [4.06, -3.66, -1.09], [5.31, -2.54, 0.48], [2.28, -0.46, 1.25], [3.15, 0.19, 1.81], [2.09, -0.51, -0.02], [0.28, 0.29, 2.73], [-0.62, -1.07, 2.75], [1.05, -2.23, 1.48], [1.26, -2.55, 3.86], [1.99, -0.95, 4.04], [3.61, -2.67, 4.40], [4.05, -1.64, 3.06], [3.06, -4.53, 3.02], [4.72, -4.00, 2.82], [2.81, -4.49, 0.83], [3.20, -4.11, -1.36], [4.41, -3.04, -1.82], [5.37, -2.12, 1.40], [5.74, -2.01, -0.26], [-4.53, -0.10, 0.86], [-5.11, -1.29, 1.35], [-5.68, -2.14, 0.33], [-5.12, -3.25, -0.23], [-5.77, -4.03, -0.89], [-3.64, -3.46, -0.05], [-3.16, -4.74, 0.21], [-1.79, -4.92, 0.28], [-0.96, -3.83, 0.08], [-1.41, -2.60, -0.18], [-2.73, -2.44, -0.24], [-5.23, 0.50, 0.56], [-5.89, -1.07, 2.09], [-4.31, -1.82, 1.85], [-6.65, -2.02, 0.11], [-3.85, -5.56, 0.33], [-1.36, -5.90, 0.48], [0.12, -3.95, 0.11], [-3.09, -1.44, -0.48], [1.16, 0.93, -5.12], [1.34, 0.80, -3.60], [2.80, 0.38, -3.34], [0.37, -0.22, -2.98], [1.00, 2.12, -2.91], [1.84, 2.72, -1.96], [1.50, 3.94, -1.37], [0.32, 4.58, -1.70], [-0.53, 3.98, -2.62], [-0.21, 2.77, -3.20], [1.47, 0.00, -5.60], [1.77, 1.75, -5.52], [0.12, 1.12, -5.39], [3.00, -0.53, -3.91], [2.95, 0.19, -2.28], [3.50, 1.15, -3.67], [-0.34, -0.58, -3.75], [2.78, 2.26, -1.70], [2.19, 4.39, -0.66], [0.08, 5.54, -1.27], [-1.46, 4.47, -2.89], [-0.89, 2.33, -3.92], [0.71, 3.24, 2.71], [0.33, 4.47, 2.10], [-0.93, 4.91, 2.62], [-2.19, 4.62, 2.16], [-3.18, 5.07, 2.70], [-2.33, 3.73, 0.96], [-3.30, 4.03, 0.02], [-3.51, 3.16, -1.04], [-2.73, 2.01, -1.11], [-1.81, 1.70, -0.19], [-1.63, 2.54, 0.83], [1.64, 3.06, 2.52], [0.25, 4.35, 1.02], [1.07, 5.24, 2.32], [-0.93, 5.42, 3.48], [-3.89, 4.94, 0.13], [-4.26, 3.36, -1.79], [-2.86, 1.31, -1.93], [-0.92, 2.24, 1.59]],
  "mulliken_charge": [0.31, -0.58, 0.95, -0.96, -0.55, -1.17, -0.02, 0.80, -0.46, -0.39, 0.65, -0.73, -0.15, 0.23, 0.26, -0.56, 0.44, 0.30, 0.40, 0.30, 0.44, 0.40, 0.21, 0.20, 0.25, 0.19, 0.27, -0.35, -0.77, -0.07, 0.12, -0.59, 0.18, -0.54, -0.92, -0.27, 0.04, -0.04, 0.26, 0.44, 0.44, 0.25, 0.51, 0.44, 0.40, 0.54, -1.84, 1.96, -1.63, -0.92, -0.35, 0.48, -0.74, -0.67, -0.82, -0.42, 0.46, 0.39, 0.42, 0.40, 0.00, 0.37, 0.51, 0.41, 0.51, 0.45, 0.51, 0.24, -0.52, -0.46, -0.06, -0.26, -0.63, 0.59, -0.42, -1.19, -0.41, 0.64, -0.30, 0.31, 0.16, 0.45, 0.26, 0.54, 0.54, 0.45, 0.52]
}

---

{
  "formula": "C31H28CsFN4O5Si",
  "method": "wB97M-V/def2-TZVPD",
  "homo_energy_ev": -0.7,
  "lumo_energy_ev": 3.4,
  "total_energy_ha": -2202.9254,
  "multiplicity": 1,
  "e_above_lowest_kj_mol": 90.8,
  "homo_lumo_gap_ev": 4.11,
  "total_charge": -2,
  "species": ["Cs", "C", "C", "C", "C", "C", "C", "N", "C", "C", "C", "C", "C", "N", "C", "C", "C", "C", "C", "C", "N", "H", "H", "H", "H", "H", "H", "H", "H", "H", "H", "H", "H", "H", "H", "H", "C", "Si", "C", "C", "N", "C", "C", "C", "C", "C", "C", "F", "H", "H", "H", "H", "H", "H", "H", "H", "H", "H", "H", "H", "H", "O", "C", "C", "O", "C", "C", "O", "C", "O", "O"],
  "xyz": [[0.53, -1.30, 0.73], [2.50, 2.00, 0.00], [3.08, 1.03, -0.98], [4.39, 1.18, -1.46], [4.87, 0.26, -2.37], [4.06, -0.79, -2.77], [2.78, -0.89, -2.23], [2.31, 0.01, -1.37], [1.87, -2.03, -2.59], [2.28, -3.05, -3.44], [1.40, -4.07, -3.72], [0.14, -4.08, -3.14], [-0.19, -3.04, -2.29], [0.65, -2.04, -2.04], [-1.51, -3.00, -1.57], [-2.39, -4.08, -1.58], [-3.56, -3.99, -0.85], [-3.82, -2.85, -0.12], [-2.90, -1.80, -0.15], [-3.09, -0.55, 0.65], [-1.78, -1.89, -0.88], [3.07, 2.93, 0.03], [2.51, 1.56, 1.01], [1.45, 2.22, -0.21], [5.00, 2.00, -1.12], [5.88, 0.35, -2.76], [4.44, -1.51, -3.48], [3.26, -3.05, -3.88], [1.69, -4.88, -4.39], [-0.55, -4.88, -3.36], [-2.17, -4.98, -2.13], [-4.26, -4.82, -0.83], [-4.72, -2.76, 0.48], [-4.15, -0.32, 0.78], [-2.57, 0.29, 0.19], [-2.66, -0.71, 1.65], [1.47, 4.75, 2.93], [0.20, 3.35, 2.90], [1.03, 1.85, 3.64], [-1.14, 3.87, 4.13], [-0.37, 2.98, 1.36], [-1.08, 3.71, 0.51], [-1.47, 5.08, 0.65], [-2.21, 5.77, -0.30], [-2.63, 5.16, -1.48], [-2.27, 3.82, -1.67], [-1.54, 3.15, -0.72], [-1.23, 1.85, -0.97], [1.88, 4.90, 3.93], [1.03, 5.70, 2.59], [2.30, 4.52, 2.25], [1.43, 2.05, 4.64], [1.87, 1.51, 3.02], [0.32, 1.03, 3.72], [-0.72, 4.05, 5.12], [-1.88, 3.07, 4.21], [-1.66, 4.78, 3.81], [-1.16, 5.59, 1.56], [-2.47, 6.81, -0.12], [-3.21, 5.69, -2.23], [-2.57, 3.28, -2.57], [1.91, -2.15, 6.84], [1.62, -2.07, 5.66], [2.59, -1.92, 4.52], [3.78, -1.69, 4.62], [1.82, -2.13, 3.28], [0.40, -2.17, 3.60], [-0.54, -2.21, 2.76], [0.25, -2.17, 5.07], [-0.80, -2.25, 5.69], [2.32, -2.27, 2.12]],
  "mulliken_charge": [1.47, -0.60, 0.42, -0.68, -0.64, -0.78, 0.53, 0.21, 0.61, -0.84, -0.78, -0.85, 0.46, 0.13, 0.55, -0.77, -0.54, -0.86, 0.97, -1.20, 0.10, 0.36, 0.02, -0.07, 0.41, 0.41, 0.26, 0.24, 0.41, 0.27, 0.24, 0.41, 0.41, 0.47, -0.01, 0.24, -1.01, -0.02, -0.75, -1.07, 0.11, 0.73, -0.27, -0.91, -0.32, -0.71, 0.08, -0.22, 0.32, 0.28, 0.25, 0.35, 0.16, 0.04, 0.33, 0.27, 0.26, 0.15, 0.35, 0.33, 0.38, -0.72, 0.50, 0.13, -0.77, 0.80, 0.63, -0.97, 0.18, -0.77, -1.06]
}

---

{
  "formula": "C3H6O2",
  "method": "wB97M-V/def2-TZVPD",
  "smiles": "C=CO.C=O",
  "homo_energy_ev": -10.0,
  "lumo_energy_ev": 0.7,
  "total_energy_ha": -268.3012,
  "multiplicity": 1,
  "e_above_lowest_kj_mol": 273.0,
  "homo_lumo_gap_ev": 10.63,
  "species": ["O", "C", "H", "H", "C", "C", "O", "H", "H", "H", "H"],
  "xyz": [[-2.89, -1.76, 1.97], [-1.75, -1.43, 1.84], [-0.99, -2.18, 2.16], [-1.35, -0.50, 1.42], [1.35, 0.46, -1.84], [0.53, 0.93, -0.90], [0.72, 1.90, 0.07], [0.96, -0.39, -2.38], [2.18, 0.98, -2.30], [-0.29, 0.29, -0.59], [1.53, 1.72, 0.54]],
  "mulliken_charge": [-0.39, 0.03, 0.20, 0.15, -0.71, 0.21, -0.50, 0.24, 0.30, 0.13, 0.33]
}

---

{
  "formula": "C27H47MoN3OP",
  "method": "wB97M-V/def2-TZVPD",
  "homo_energy_ev": [-9.8, -10.1],
  "lumo_energy_ev": [-4.3, -3.9],
  "total_energy_ha": -1705.6289,
  "multiplicity": 3,
  "homo_lumo_gap_ev": [5.51, 6.15],
  "total_charge": 1,
  "species": ["C", "C", "C", "C", "C", "Mo", "C", "C", "H", "C", "H", "H", "C", "H", "H", "H", "C", "H", "H", "H", "C", "H", "H", "H", "C", "H", "H", "H", "C", "H", "H", "H", "C", "H", "H", "H", "C", "H", "H", "H", "C", "C", "C", "C", "H", "C", "H", "C", "H", "H", "H", "C", "N", "C", "P", "O", "N", "C", "C", "N", "C", "C", "H", "H", "H", "H", "H", "H", "H", "H", "H", "H", "H", "H", "H", "H", "H", "H", "H", "H"],
  "xyz": [[1.30, -1.82, 0.32], [1.93, -1.29, -0.88], [1.03, -1.49, -1.98], [-0.13, -2.20, -1.47], [0.05, -2.39, -0.06], [0.09, -0.17, -0.50], [-3.52, 1.15, -1.31], [-2.91, 0.70, -0.15], [-2.72, 1.40, 0.70], [-2.23, -0.53, -0.02], [-2.58, -1.26, -0.74], [-2.09, -0.92, 0.99], [-3.38, 2.73, -1.44], [-2.67, 3.07, -0.66], [-2.89, 3.00, -2.37], [-4.27, 3.36, -1.34], [-2.98, 0.50, -2.60], [-1.92, 0.17, -2.41], [-3.50, -0.37, -3.02], [-2.85, 1.22, -3.41], [3.29, -0.72, -0.89], [3.46, -0.09, 0.00], [4.05, -1.52, -0.84], [3.47, -0.09, -1.76], [1.26, -1.11, -3.40], [1.67, -0.11, -3.47], [1.95, -1.81, -3.90], [0.31, -1.13, -3.96], [-1.18, -2.87, -2.30], [-1.30, -2.39, -3.27], [-0.93, -3.93, -2.48], [-2.16, -2.87, -1.80], [-0.78, -3.24, 0.85], [-1.72, -3.56, 0.37], [-0.24, -4.15, 1.14], [-1.02, -2.70, 1.77], [1.93, -1.93, 1.66], [1.17, -1.94, 2.45], [2.52, -2.85, 1.75], [2.59, -1.08, 1.86], [1.50, 1.73, -1.44], [0.42, 2.75, -1.95], [2.72, 2.29, -1.88], [0.45, 2.83, -3.37], [-0.56, 3.14, -1.65], [2.77, 2.99, -3.12], [3.60, 2.19, -1.28], [1.66, 3.11, -3.99], [-0.46, 2.79, -3.99], [3.75, 3.23, -3.50], [1.73, 3.36, -5.06], [-2.60, -0.24, 3.60], [-1.15, -0.33, 3.73], [-0.67, -1.51, 4.43], [-0.25, 1.03, 3.46], [-0.38, 1.57, 2.02], [-0.73, 2.18, 4.55], [-1.16, 3.49, 4.10], [-1.20, 1.82, 5.89], [1.33, 0.60, 3.81], [2.37, 1.25, 3.00], [1.72, 0.60, 5.23], [-3.09, 0.03, 4.55], [-2.99, -1.22, 3.28], [-2.88, 0.50, 2.83], [0.39, -1.71, 4.19], [-0.78, -1.43, 5.53], [-1.27, -2.38, 4.09], [-2.25, 3.52, 3.90], [-0.95, 4.23, 4.90], [-0.63, 3.78, 3.20], [-2.25, 1.48, 5.88], [-0.58, 1.05, 6.36], [-1.14, 2.73, 6.52], [2.58, 2.28, 3.35], [3.31, 0.66, 3.11], [2.08, 1.28, 1.94], [1.65, 1.61, 5.67], [1.12, -0.10, 5.83], [2.77, 0.27, 5.29]],
  "mulliken_spin": [0.27, -0.28, 0.22, -0.08, -0.17, 2.16, -0.38, 0.13, 0.01, -0.12, 0.02, -0.06, 0.02, -0.01, -0.01, -0.01, 0.05, 0.00, -0.01, 0.00, 0.00, 0.00, 0.00, 0.00, 0.02, 0.00, 0.00, -0.01, 0.01, 0.00, 0.00, 0.00, 0.03, 0.00, 0.00, -0.01, 0.09, -0.03, -0.01, -0.02, -0.02, 0.05, 0.10, -0.03, -0.02, -0.03, 0.00, 0.03, 0.00, 0.00, 0.00, 0.00, -0.01, 0.00, 0.03, 0.05, 0.00, 0.00, 0.00, 0.00, -0.03, 0.00, 0.00, 0.00, 0.00, 0.00, 0.00, 0.00, 0.00, 0.00, 0.00, 0.00, 0.00, 0.00, 0.00, 0.00, 0.03, 0.00, 0.00, 0.00]
}

---

{
  "formula": "C10H13O2",
  "method": "wB97M-V/def2-TZVPD",
  "homo_energy_ev": -4.0,
  "lumo_energy_ev": 3.0,
  "total_energy_ha": -539.3540,
  "multiplicity": 1,
  "e_above_lowest_kj_mol": 100.1,
  "homo_lumo_gap_ev": 6.91,
  "total_charge": -1,
  "species": ["C", "C", "C", "O", "O", "H", "H", "H", "H", "H", "C", "C", "C", "C", "C", "C", "C", "H", "H", "H", "H", "H", "H", "H", "H"],
  "xyz": [[0.03, 2.66, 0.87], [-0.59, 2.09, 2.16], [-0.84, 3.69, 0.07], [-1.00, 3.48, -1.16], [-1.05, 4.75, 0.69], [1.02, 3.08, 0.96], [0.14, 1.73, 0.27], [-1.13, 1.14, 2.05], [-1.29, 2.87, 2.45], [0.06, 1.82, 3.01], [-0.09, -3.82, 0.18], [0.61, 0.02, -1.63], [-0.69, -0.41, -1.48], [1.70, -0.72, -1.18], [-0.80, -1.72, -1.02], [1.49, -1.99, -0.63], [0.19, -2.47, -0.39], [0.75, 1.03, -2.00], [-1.53, 0.14, -1.89], [2.70, -0.32, -1.19], [-1.77, -2.18, -0.82], [2.41, -2.43, -0.29], [0.86, -4.35, 0.25], [-0.79, -4.30, -0.51], [-0.39, -3.79, 1.24]],
  "mulliken_charge": [0.41, -1.10, 0.38, -0.71, -0.74, 0.35, -0.43, 0.25, 0.32, 0.27, -1.35, -0.34, -0.60, -0.41, -0.41, -0.32, 0.78, 0.36, 0.43, 0.36, 0.26, 0.26, 0.34, 0.38, 0.27]
}

---

Question: multiplicity of number 1 (C40H66BClCrN8O2P2S)?
Answer: 2

---

Question: Which value of multiplicity does entry 3 give?
Answer: 1

---

Question: What is the formula in the first record?
Answer: C40H66BClCrN8O2P2S